w | Below is a gas-phase ion, C6H11N (charge -1), with properties calculated with wB97M-V/def2-TZVPD.

Its highest occupied orbital energy (spin up / spin down) is 1.2 / -4.0 eV. The LUMO energy (spin up / spin down) comes out at 4.26 / 4.10 eV. The expectation value of S² is 0.75. As for the total charge: -1. As for the multiplicity: 2.

```
18
Properties=species:S:1:pos:R:3:mulliken_charge:R:1
C 2.63 0.93 0.92 -0.8480
C 1.48 0.23 0.87 -0.5133
N 0.25 0.76 1.21 0.0252
C -0.92 -0.09 1.21 -1.4184
C -1.20 -0.76 -2.59 -1.2608
C -1.02 -0.16 -1.25 -1.2278
C -1.16 -0.82 -0.09 -0.0237
H 2.68 1.94 1.32 0.2327
H 3.61 0.55 0.67 0.3269
H 1.51 -0.85 0.73 0.4513
H 0.40 1.70 1.53 0.3795
H -0.82 -0.81 2.05 0.1159
H -1.81 0.48 1.54 0.9414
H -1.90 -1.58 -2.74 0.3394
H -1.57 -0.02 -3.31 0.4915
H -0.24 -1.17 -2.98 0.3301
H -0.35 0.69 -1.17 -0.0761
H -1.48 -1.86 -0.02 0.7343
```



x | Below is a gas-phase ion, C6H11N (charge -1), with properties calculated with wB97M-V/def2-TZVPD.

Its highest occupied orbital energy (spin up / spin down) is 0.9 / -2.0 eV. The LUMO energy (spin up / spin down) comes out at 4.41 / 4.12 eV. The expectation value of S² is 0.77. As for the total charge: -1. As for the multiplicity: 2.

```
18
Properties=species:S:1:pos:R:3:mulliken_charge:R:1
C 0.80 1.63 -0.09 -2.0226
N 0.57 -0.58 -2.07 -0.5361
C 0.33 -0.76 -0.68 0.3775
C 0.17 0.30 0.19 0.4241
C -0.62 0.24 1.38 -0.5004
C -1.30 1.31 1.93 -0.9025
C -0.16 -2.12 -0.29 -1.2552
H 0.15 2.33 -0.65 0.3029
H 1.60 1.49 -0.85 0.4301
H 1.40 2.10 0.69 0.4307
H 1.01 0.31 -2.25 0.2311
H 0.94 -1.31 -2.64 0.2589
H -0.83 -0.75 1.78 0.1790
H -1.88 1.07 2.82 0.2993
H -1.44 2.25 1.42 0.2558
H -1.25 -2.17 -0.12 0.2881
H 0.45 -2.50 0.51 0.2632
H 0.07 -2.85 -1.08 0.4761
```



Energetically preferred structure: x | next structure: +0.703 eV



w | Below is a gas-phase ion, C6H15BNO (charge +1), with properties calculated with wB97M-V/def2-TZVPD.

Its SMILES is COB1CCC[N@H+](C)C1. Its highest occupied orbital energy is -13.4 eV. The LUMO energy comes out at -2.94 eV. As for the total charge: +1.

```
24
Properties=species:S:1:pos:R:3:mulliken_charge:R:1
C 3.24 -1.46 -0.08 -0.7225
O 2.55 -0.23 -0.21 -0.4570
B 1.31 0.14 -0.24 0.6248
C 0.87 1.75 -0.67 -0.7417
C -0.65 1.95 -0.55 -0.7474
C -1.36 1.09 0.47 -0.5773
N -1.29 -0.42 -0.01 -0.0854
C -2.57 -1.01 0.46 -0.8528
C -0.07 -1.02 0.39 -1.0617
H 4.11 -1.25 -0.65 0.3141
H 2.77 -2.21 -0.64 0.3419
H 3.41 -1.59 0.91 0.3163
H 1.36 2.30 0.11 0.3343
H 1.24 1.90 -1.74 0.3373
H -0.81 2.91 -0.20 0.4201
H -1.10 1.85 -1.60 0.2955
H -1.00 0.90 1.51 0.4159
H -2.37 1.30 0.24 0.4797
H -1.25 -0.52 -1.03 0.3491
H -2.36 -2.06 0.64 0.3516
H -2.67 -0.57 1.45 0.3732
H -3.32 -0.88 -0.21 0.3631
H -0.16 -2.06 0.18 0.5802
H 0.12 -0.81 1.46 0.3484
```



x | Below is a gas-phase ion, C6H15BNO (charge +1), with properties calculated with wB97M-V/def2-TZVPD.

Its SMILES is CCB(O)[C@@H]1CC[NH2+]C1. Its highest occupied orbital energy is -13.9 eV. The LUMO energy comes out at -3.28 eV. As for the total charge: +1.

```
24
Properties=species:S:1:pos:R:3:mulliken_charge:R:1
C -1.62 -0.43 -1.58 -0.9194
C -1.11 1.01 -1.68 -0.6342
B 0.18 1.43 -0.88 0.2607
O 0.77 2.64 -1.07 -0.5696
C 0.90 0.57 0.27 0.2224
C 1.36 -0.88 -0.01 -0.8197
C 0.66 -1.77 1.01 -0.5027
N 0.42 -0.83 2.17 -0.1035
C 0.01 0.47 1.52 -0.9843
H -2.33 -0.64 -2.38 0.3835
H -0.83 -1.17 -1.67 0.1943
H -2.16 -0.60 -0.65 0.2048
H -0.93 1.27 -2.73 0.4121
H -1.91 1.69 -1.37 0.3758
H 0.27 3.24 -1.64 0.3400
H 1.79 1.14 0.53 0.2959
H 2.44 -0.94 0.17 0.3711
H 1.21 -1.25 -1.02 0.3952
H -0.34 -2.07 0.67 0.2858
H 1.22 -2.64 1.33 0.3872
H -0.33 -1.17 2.78 0.3125
H 1.25 -0.72 2.75 0.3645
H 0.11 1.30 2.21 0.3359
H -1.04 0.32 1.26 0.3918
```



Energetically preferred structure: x | next structure: +2.979 eV



w | Below is 2 unconnected molecules or ions with the total composition C3H9NOS, with properties calculated with wB97M-V/def2-TZVPD.

Its SMILES is NC=O.CSC. Its highest occupied orbital energy is -8.4 eV. The LUMO energy comes out at 0.91 eV. As for the total charge: 0.

```
15
Properties=species:S:1:pos:R:3:mulliken_charge:R:1
N -0.04 2.01 1.61 -0.3835
C -1.35 1.77 1.20 0.0834
O -1.65 0.92 0.41 -0.4670
H 0.17 2.98 1.75 0.2445
H 0.63 1.41 1.16 0.2133
H -2.03 2.46 1.74 0.3281
C 0.26 -1.48 0.45 -0.7869
S 1.58 -0.91 -0.66 -0.1073
C 0.64 -1.01 -2.25 -0.8244
H -0.61 -1.83 -0.03 0.2644
H -0.04 -0.78 1.22 0.2202
H 0.69 -2.35 0.97 0.3373
H 0.36 -2.06 -2.33 0.3040
H -0.06 -0.19 -2.26 0.2554
H 1.44 -0.94 -2.98 0.3184
```



x | Below is C3H9NOS in the gas phase, with properties calculated with wB97M-V/def2-TZVPD.

Its SMILES is N[C@H](CO)CS. Its highest occupied orbital energy is -8.9 eV. The LUMO energy comes out at 0.83 eV. As for the total charge: 0.

```
15
Properties=species:S:1:pos:R:3:mulliken_charge:R:1
N 0.20 -0.38 1.47 -0.5377
C 0.34 0.21 0.17 0.1640
C 0.64 1.73 0.19 -0.5826
O 2.01 1.87 0.57 -0.5085
C -0.94 -0.02 -0.63 -0.8964
S -1.18 -1.80 -1.04 -0.2044
H -0.56 0.02 1.99 0.2131
H 1.05 -0.51 1.98 0.2371
H 1.22 -0.20 -0.33 0.3477
H -0.02 2.27 0.89 0.2687
H 0.44 2.13 -0.81 0.3503
H 2.25 2.80 0.51 0.3019
H -1.05 0.57 -1.54 0.3510
H -1.77 0.26 0.01 0.3716
H -1.95 -2.10 0.01 0.1242
```



Energetically preferred structure: w | next structure: +0.151 eV



w | Below is a molecular structure, C3H8N2S2, with properties calculated with wB97M-V/def2-TZVPD.

Its highest occupied orbital energy is -8.5 eV. The LUMO energy comes out at 0.44 eV. As for the total charge: 0.

```
15
Properties=species:S:1:pos:R:3:mulliken_charge:R:1
C 0.94 1.25 -1.47 -0.5472
C -0.29 -0.58 0.15 0.6286
C -1.56 -1.23 0.66 -1.1478
N 1.10 1.35 -0.10 -0.3367
N -0.07 0.82 0.45 -0.4532
S -0.12 -0.80 -1.60 -0.2271
S 1.28 -1.33 1.06 -0.3060
H 0.16 1.90 -1.86 0.2772
H 1.75 1.04 -2.16 0.3599
H -2.04 -1.90 -0.11 0.2883
H -2.22 -0.50 1.14 0.3238
H -1.24 -1.91 1.42 0.3395
H 1.97 0.81 0.21 0.3218
H -0.77 1.45 0.22 0.3012
H 1.10 -0.37 2.01 0.1777
```



x | Below is C3H8N2S2 in the gas phase, with properties calculated with wB97M-V/def2-TZVPD.

Its SMILES is [H]/N=C/NSCCS. Its highest occupied orbital energy is -9.0 eV. The LUMO energy comes out at 0.25 eV. As for the total charge: 0.

```
15
Properties=species:S:1:pos:R:3:mulliken_charge:R:1
H -1.81 -2.81 2.21 0.2371
N -1.49 -2.51 1.34 -0.6505
C -0.38 -1.90 1.46 0.1597
N 0.19 -1.43 0.28 -0.2626
S 1.29 -0.18 0.31 -0.0807
C 0.39 1.27 0.30 -0.4905
C 0.12 1.82 -1.25 -0.5162
S -0.66 0.58 -2.34 -0.2667
H 0.43 -1.67 2.29 0.2662
H -0.28 -1.58 -0.51 0.2805
H -0.52 1.26 1.04 0.3176
H 1.42 1.90 0.63 0.2306
H 1.14 2.09 -1.54 0.3219
H -0.57 2.78 -1.07 0.2782
H 0.71 0.37 -3.15 0.1755
```



Energetically preferred structure: w | next structure: +0.219 eV



w | Below is H4N2Si in the gas phase, with properties calculated with wB97M-V/def2-TZVPD.

Its highest occupied orbital energy (spin up / spin down) is -9.9 / -9.9 eV. The LUMO energy (spin up / spin down) comes out at -0.69 / -0.69 eV. As for the total charge: 0.

```
7
Properties=species:S:1:pos:R:3:mulliken_charge:R:1
N 0.25 1.02 0.43 -0.4074
N 0.95 -0.68 -0.60 -0.3486
Si -0.71 -0.27 -0.21 0.4771
H 0.55 0.98 1.41 0.2565
H 1.81 -0.41 -1.05 0.2498
H -1.13 -1.05 0.84 -0.1031
H -1.72 0.41 -0.82 -0.1243
```



x | Below is H4N2Si in the gas phase, with properties calculated with wB97M-V/def2-TZVPD.

Its SMILES is [H]/N=[SiH]/N. Its highest occupied orbital energy is -9.5 eV. The LUMO energy comes out at 0.63 eV. As for the total charge: 0.

```
7
Properties=species:S:1:pos:R:3:mulliken_charge:R:1
H -0.62 -1.37 -2.09 0.2240
N -0.51 -1.18 -1.11 -0.5370
Si 0.03 0.17 -0.43 0.3960
N 0.18 0.48 1.22 -0.4981
H 0.41 1.30 -1.10 -0.0956
H 1.13 0.25 1.71 0.2653
H -0.61 0.34 1.81 0.2453
```



Energetically preferred structure: x | next structure: +3.273 eV



w | Below is a gas-phase ion, C4H8N2 (charge +2), with properties calculated with wB97M-V/def2-TZVPD.

Its highest occupied orbital energy is -20.1 eV. The LUMO energy comes out at -12.57 eV. As for the total charge: +2.

```
14
Properties=species:S:1:pos:R:3:mulliken_charge:R:1
C 0.37 -0.67 -0.07 0.5588
C 1.99 1.20 0.44 -0.1100
C -1.04 -0.23 -0.39 -0.0464
C -1.98 0.76 0.09 -0.7705
N 1.17 0.28 0.31 -0.0671
N 0.73 -2.04 -0.04 -0.3131
H 2.20 1.61 1.39 0.3222
H 2.50 1.62 -0.43 0.3010
H -1.47 -0.81 -1.17 0.4445
H -3.03 0.54 -0.19 0.3939
H -1.80 1.47 -0.72 0.4104
H -1.69 1.17 1.10 0.3287
H 0.36 -2.83 -0.51 0.2833
H 1.69 -2.07 0.19 0.2645
```



x | Below is a gas-phase ion, C4H8N2 (charge +2), with properties calculated with wB97M-V/def2-TZVPD.

Its SMILES is CC#[N+]C(C)=[NH2+]. Its highest occupied orbital energy is -22.4 eV. The LUMO energy comes out at -10.96 eV. As for the total charge: +2.

```
14
Properties=species:S:1:pos:R:3:mulliken_charge:R:1
C -2.77 -0.10 0.01 -0.9973
C -1.44 -0.31 -0.06 0.6702
N -0.28 -0.38 -0.16 0.0440
C 1.08 -0.20 -0.06 0.6016
C 1.68 1.13 -0.04 -1.0943
N 1.79 -1.26 0.01 -0.1567
H -3.16 -0.39 1.07 0.3534
H -3.13 0.94 -0.05 0.3895
H -3.35 -0.39 -0.87 0.3690
H 1.43 1.51 -1.07 0.3662
H 1.40 1.64 0.88 0.4006
H 2.65 1.10 0.26 0.4439
H 2.76 -1.07 0.08 0.3027
H 1.35 -2.19 0.02 0.3072
```



Energetically preferred structure: x | next structure: +1.910 eV